DFT (ωB97M-V with the def2-TZVPD basis set) results for a cluster of 6 separate species, C36H65BFN5O23PS in total.

Calculated values
E: -4279.31679 Ha
LUMO: -3.07 eV
HOMO energy: -10.97 eV
Frontier orbital gap: 7.9 eV

ORCA input file:
```
! RIJCOSX wB97M-V def2-TZVPD def2/J DEFGRID3
* xyz 1 1
C 0.928 1.059 1.944
C 0.561 -0.433 1.809
C -0.378 -0.731 0.632
N -1.774 -0.878 1.050
N -2.608 -1.778 0.388
C -3.778 -1.111 -0.236
C -3.341 0.233 -0.821
C -2.273 0.090 -1.915
C -2.861 0.045 -3.334
C -1.828 0.387 -4.405
C -0.905 -0.807 -4.732
C 0.569 -0.443 -4.771
O 0.869 0.185 -6.014
C 1.552 1.409 -5.895
O -4.238 -1.907 -1.302
B -5.529 -2.318 -1.572
O -6.221 -3.146 -0.705
O -6.160 -1.945 -2.715
C -4.771 -0.844 0.890
C -6.012 0.007 0.640
O -6.466 0.280 -0.419
N -6.633 0.386 1.876
C -6.041 1.515 2.528
O -6.254 2.642 2.315
F -5.167 1.087 3.455
N -5.229 -2.087 1.626
C -4.282 -3.260 1.686
C -2.876 -3.052 1.050
S -2.705 -4.449 -0.148
P -1.627 -3.441 2.353
N -0.171 -3.526 1.895
O -2.301 -4.787 2.943
O -1.994 -2.343 3.486
H 0.563 1.652 1.107
H 2.002 1.208 2.024
H 0.496 1.476 2.856
H 0.097 -0.771 2.736
H 1.457 -1.032 1.669
H -0.068 -1.629 0.100
H -0.286 0.098 -0.075
H -1.965 -0.709 2.026
H -3.044 0.930 -0.040
H -4.224 0.660 -1.303
H -1.722 -0.837 -1.764
H -1.588 0.935 -1.854
H -3.756 0.671 -3.409
H -3.188 -0.983 -3.524
H -2.345 0.677 -5.320
H -1.215 1.239 -4.097
H -1.158 -1.160 -5.732
H -1.068 -1.647 -4.050
H 0.811 0.247 -3.953
H 1.196 -1.333 -4.671
H 1.921 1.683 -6.882
H 0.895 2.210 -5.537
H 2.415 1.335 -5.225
H -7.099 -3.330 -1.063
H -5.675 -1.256 -3.183
H -4.193 -0.280 1.630
H -7.606 0.608 1.675
H -6.095 -2.421 1.195
H -5.467 -1.773 2.567
H -4.211 -3.530 2.735
H -4.783 -4.089 1.198
H -1.666 -3.914 -0.797
H 0.294 -4.418 1.989
H -1.628 -5.383 3.296
H -1.990 -2.751 4.361
C 6.627 2.642 5.113
C 5.827 1.738 4.216
C 6.638 1.061 3.134
O 5.671 0.897 2.080
C 4.754 1.880 2.219
O 3.949 2.171 1.387
O 4.875 2.485 3.414
H 6.025 2.996 5.949
H 7.491 2.116 5.513
H 6.971 3.515 4.559
H 5.263 1.008 4.795
H 7.032 0.093 3.435
H 7.457 1.681 2.768
C 10.042 6.731 4.646
C 10.595 5.348 4.879
C 11.719 4.943 3.946
O 11.543 3.524 3.854
C 10.242 3.251 4.088
O 9.730 2.196 3.884
O 9.609 4.338 4.580
H 9.331 7.003 5.425
H 10.849 7.464 4.646
H 9.521 6.771 3.690
H 10.890 5.219 5.923
H 12.711 5.169 4.326
H 11.600 5.375 2.950
C 7.157 -3.352 7.944
C 6.306 -2.130 7.706
C 6.388 -1.555 6.305
O 6.157 -0.158 6.531
C 6.558 0.126 7.802
O 6.699 1.221 8.231
O 6.767 -1.016 8.490
H 6.953 -3.784 8.923
H 6.953 -4.108 7.185
H 8.213 -3.085 7.911
H 5.266 -2.321 7.983
H 5.636 -1.948 5.625
H 7.381 -1.679 5.866
C -0.652 2.300 -10.535
C -0.101 1.103 -9.803
C 0.179 -0.110 -10.670
O -0.037 -1.193 -9.761
C -0.905 -0.773 -8.814
O -1.447 -1.482 -8.030
O -1.069 0.567 -8.882
H -0.708 3.168 -9.880
H -0.014 2.550 -11.383
H -1.659 2.088 -10.896
H 0.786 1.376 -9.225
H 1.193 -0.150 -11.059
H -0.534 -0.195 -11.494
C -9.309 -0.182 -1.892
C -10.103 -1.377 -2.355
C -10.073 -1.629 -3.851
O -11.344 -2.237 -4.082
C -12.198 -1.808 -3.119
O -13.372 -1.956 -3.132
O -11.505 -1.184 -2.129
H -9.273 -0.138 -0.803
H -8.289 -0.238 -2.268
H -9.773 0.741 -2.241
H -9.802 -2.278 -1.809
H -9.277 -2.297 -4.170
H -10.018 -0.697 -4.420
*
```

Mulliken atomic charge list, values in e, 99 entries: C -0.73; C -0.36; C -0.87; N 0.01; N 0.45; C 2.05; C -2.38; C -0.36; C -0.77; C -1.16; C -0.24; C -0.89; O -0.22; C -0.74; O -0.27; B 0.80; O -0.84; O -0.59; C -1.50; C -0.81; O -0.39; N -0.05; C 0.44; O -0.37; F -0.20; N 0.60; C -1.87; C 0.81; S -0.29; P 0.39; N -0.64; O -0.50; O -0.55; H 0.33; H -0.17; H 0.34; H 0.10; H 0.38; H 0.38; H 0.36; H 0.33; H 0.47; H 0.93; H 0.17; H 0.66; H 0.47; H 0.20; H 0.36; H 0.41; H 0.17; H 0.39; H 0.52; H 0.30; H 0.21; H 0.27; H 0.38; H 0.29; H 0.24; H 0.86; H 0.45; H 0.54; H 0.63; H 0.61; H 0.38; H 0.18; H 0.26; H 0.36; H 0.37; C -1.49; C 0.98; C -0.23; O -0.36; C 0.54; O -0.60; O -0.44; H 0.36; H 0.28; H 0.44; H 0.12; H 0.23; H 0.19; C -1.42; C 0.43; C -0.50; O -0.36; C 0.60; O -0.48; O -0.23; H 0.36; H 0.38; H 0.35; H 0.25; H 0.32; H 0.30; C -1.47; C 0.46; C -0.56; O -0.18; C 0.54